# 1
Computed, not measured: 4 unconnected molecules or ions with the total composition C47H50BF2IN4O5S2 at a distorted geometry, with the ωB97M-V functional and the def2-TZVPD basis.

Results
- SMILES string: C=CCc1c(OC(=O)c2ccccc2)cc2c(c1F)N(B(C)O)c1c(I)c(CCC(C)C)c([C@H](F)CC)c(C[SH](=O)=O)c1S2.c1ccncc1.c1ccncc1.c1ccncc1
- Calculated total energy: -101592.8967 eV
- Largest force on an atom: 0.1797 hartree/bohr
- Energy relative to the best compared isomer or geometry (same formula, charge and spin): 34.985 eV
- HOMO energy: -7.41 eV
- HOMO-LUMO gap: 6.61 eV

Element x y z (Å)
C  4.761  -1.115  5.562
C  4.936  0.094  4.687
C  4.264  0.212  3.169
C  2.781  -0.549  3.135
C  2.638  -2.184  2.810
O  3.902  -2.883  2.514
C  4.274  -2.785  1.094
O  4.895  -3.864  0.544
C  4.057  -1.493  0.110
C  5.400  -0.617  -0.364
C  5.266  0.682  -1.403
C  3.817  1.186  -2.046
C  2.484  0.328  -1.540
C  2.621  -0.970  -0.507
C  1.140  -2.927  2.785
C  -0.162  -1.961  3.093
C  -0.009  -0.329  3.427
C  1.479  0.403  3.447
F  1.549  1.857  3.741
N  -1.200  0.591  3.690
B  -1.681  0.505  5.127
C  -0.906  1.404  6.276
O  -2.807  -0.405  5.540
C  -2.311  0.385  2.684
C  -3.046  1.699  1.967
I  -2.234  3.669  2.604
C  -4.276  1.545  0.844
C  -4.923  2.898  0.182
C  -6.467  3.222  0.626
C  -6.672  3.596  2.209
C  -7.078  2.165  2.971
C  -8.061  4.522  2.294
C  -4.810  0.021  0.409
C  -6.012  -0.099  -0.700
F  -7.160  -0.786  -0.009
C  -5.649  -0.994  -2.026
C  -4.050  -1.266  -2.264
C  -4.104  -1.309  1.136
C  -4.573  -2.856  0.829
S  -5.447  -3.655  2.288
O  -6.899  -3.982  1.802
O  -4.756  -5.046  2.538
C  -2.873  -1.117  2.225
S  -1.970  -2.578  3.063
H  5.597  -1.947  5.610
H  3.834  -1.245  6.266
H  5.593  0.981  5.126
H  4.145  1.349  2.900
H  5.043  -0.256  2.432
H  6.469  -0.906  0.031
H  6.213  1.297  -1.754
H  3.728  2.090  -2.800
H  1.439  0.704  -1.971
H  1.623  -1.519  -0.229
H  1.020  -4.088  2.538
H  -0.332  2.262  5.714
H  -0.068  0.700  6.743
H  -1.617  1.768  7.131
H  -3.692  0.033  5.361
H  -4.948  2.725  -0.999
H  -4.301  3.879  0.344
H  -6.794  4.189  0.008
H  -7.250  2.388  0.323
H  -5.758  4.131  2.716
H  -6.091  1.547  3.088
H  -7.856  1.599  2.264
H  -7.650  2.378  3.969
H  -8.515  4.557  3.373
H  -7.845  5.611  1.873
H  -8.841  4.015  1.576
H  -6.439  0.926  -1.083
H  -6.190  -2.054  -1.964
H  -6.074  -0.438  -2.981
H  -3.783  -2.317  -1.794
H  -3.874  -1.396  -3.437
H  -3.342  -0.397  -1.929
H  -3.564  -3.470  0.653
H  -5.258  -2.985  -0.112
H  -5.412  -2.900  3.477
C  -1.665  -3.471  -7.256
C  -1.765  -2.088  -7.372
C  -1.610  -1.321  -6.229
N  -1.370  -1.839  -5.004
C  -1.281  -3.184  -4.922
C  -1.418  -4.033  -6.008
H  -1.780  -4.105  -8.130
H  -1.958  -1.619  -8.330
H  -1.675  -0.238  -6.268
H  -1.090  -3.575  -3.926
H  -1.334  -5.107  -5.884
C  3.450  0.967  -8.107
C  2.329  1.090  -7.292
C  2.507  1.548  -5.996
N  3.708  1.879  -5.475
C  4.778  1.748  -6.289
C  4.701  1.303  -7.599
H  3.350  0.613  -9.128
H  1.341  0.835  -7.658
H  1.663  1.663  -5.323
H  5.732  2.019  -5.846
H  5.594  1.219  -8.208
C  10.782  1.214  1.697
C  10.293  1.630  0.464
C  9.210  0.954  -0.075
N  8.602  -0.092  0.528
C  9.100  -0.474  1.724
C  10.176  0.141  2.343
H  11.629  1.721  2.151
H  10.744  2.462  -0.066
H  8.790  1.243  -1.034
H  8.596  -1.318  2.186
H  10.533  -0.207  3.306

# 2
Computed, not measured: 6 unconnected molecules or ions with the total composition C47H52INO3 at a distorted geometry, with the ωB97M-V functional and the def2-TZVPD basis.

Results
- SMILES string: COCCCCCN1C(=O)c2ccc(C[C@H](C)I)cc2C1=O.c1ccccc1.c1ccccc1.c1ccccc1.c1ccccc1.c1ccccc1
- Calculated total energy: -65313.9840 eV
- Largest force on an atom: 0.0657 hartree/bohr
- HOMO energy: -9.23 eV
- HOMO-LUMO gap: 8.61 eV

Element x y z (Å)
C  5.947  -0.143  3.134
O  6.730  0.573  2.176
C  5.902  1.116  1.126
C  6.461  2.528  0.733
C  6.071  3.666  1.766
C  4.549  4.109  1.549
C  3.809  4.479  2.893
N  2.419  3.999  2.982
C  1.353  4.928  2.974
O  1.258  6.026  3.449
C  0.239  4.130  2.211
C  -1.065  4.526  1.727
C  -1.842  3.483  1.024
C  -1.354  2.122  0.807
C  -2.198  1.085  0.020
C  -2.952  0.011  0.916
C  -2.738  0.159  2.468
I  -2.383  -2.015  0.337
C  -0.022  1.740  1.312
C  0.719  2.757  2.014
C  2.133  2.641  2.696
O  2.819  1.680  2.901
H  6.633  -0.447  3.973
H  5.526  -1.106  2.721
H  5.125  0.507  3.544
H  4.808  1.094  1.364
H  6.044  0.421  0.242
H  7.576  2.417  0.641
H  6.083  2.753  -0.302
H  6.273  3.339  2.820
H  6.714  4.547  1.496
H  4.565  5.012  0.883
H  4.074  3.283  0.962
H  4.404  4.055  3.752
H  3.870  5.594  3.010
H  -1.447  5.553  1.901
H  -2.855  3.780  0.647
H  -2.966  1.620  -0.608
H  -1.544  0.547  -0.719
H  -4.046  0.121  0.716
H  -1.672  0.272  2.778
H  -3.094  -0.806  2.934
H  -3.368  0.988  2.878
H  0.416  0.720  1.171
C  0.524  8.443  1.445
C  1.667  8.636  0.678
C  1.709  9.657  -0.264
C  0.605  10.483  -0.443
C  -0.541  10.284  0.317
C  -0.582  9.266  1.262
H  0.495  7.650  2.183
H  2.527  7.990  0.816
H  2.602  9.810  -0.859
H  0.638  11.281  -1.175
H  -1.404  10.925  0.174
H  -1.475  9.112  1.856
C  -1.590  -5.919  2.407
C  -1.128  -6.995  3.155
C  -0.852  -6.834  4.508
C  -1.033  -5.595  5.111
C  -1.486  -4.517  4.361
C  -1.766  -4.678  3.009
H  -1.812  -6.046  1.353
H  -0.985  -7.960  2.684
H  -0.495  -7.674  5.092
H  -0.820  -5.470  6.166
H  -1.621  -3.549  4.830
H  -2.121  -3.837  2.424
C  -5.086  -5.558  -4.435
C  -5.850  -4.487  -3.987
C  -5.402  -3.707  -2.928
C  -4.190  -4.000  -2.313
C  -3.430  -5.076  -2.756
C  -3.877  -5.854  -3.817
H  -5.433  -6.162  -5.266
H  -6.797  -4.259  -4.465
H  -5.997  -2.870  -2.581
H  -3.838  -3.390  -1.488
H  -2.488  -5.309  -2.273
H  -3.283  -6.692  -4.163
C  -5.015  -3.322  -7.207
C  -6.169  -2.557  -7.100
C  -6.962  -2.334  -8.219
C  -6.598  -2.874  -9.447
C  -5.439  -3.633  -9.556
C  -4.648  -3.858  -8.435
H  -4.400  -3.501  -6.332
H  -6.452  -2.133  -6.143
H  -7.864  -1.740  -8.135
H  -7.218  -2.703  -10.320
H  -5.151  -4.049  -10.514
H  -3.744  -4.451  -8.520
C  5.101  -4.569  1.436
C  3.875  -4.840  2.032
C  2.715  -4.259  1.535
C  2.782  -3.402  0.442
C  4.009  -3.124  -0.149
C  5.168  -3.708  0.347
H  6.004  -5.027  1.821
H  3.824  -5.507  2.886
H  1.759  -4.474  1.998
H  1.877  -2.951  0.052
H  4.061  -2.451  -0.997
H  6.124  -3.492  -0.115

# 3
Computed, not measured: 6 unconnected molecules or ions with the total composition C47H53BBrCl2IN7O13S at a distorted geometry, with the ωB97M-V functional and the def2-TZVPD basis.

Results
- Calculated total energy: -201332.9654 eV
- Largest force on an atom: 0.0621 hartree/bohr
- Total charge: -1
- HOMO energy: -3.87 eV
- HOMO-LUMO gap: 4.16 eV

Element x y z (Å)
C  5.781  -2.744  6.404
C  5.003  -2.020  5.202
Cl  6.271  -1.055  4.301
C  4.271  -3.095  4.281
Cl  5.526  -3.850  3.164
B  3.002  -2.447  3.479
O  1.743  -3.200  3.354
C  1.264  -2.918  2.026
C  1.393  -4.335  1.331
C  0.638  -5.463  2.142
C  0.798  -6.819  1.336
I  -0.804  -7.137  -0.097
C  2.045  -1.672  1.401
C  1.329  -0.355  2.005
C  0.615  0.558  0.932
C  1.497  1.702  0.322
Br  2.497  2.778  1.641
C  2.417  -1.677  -0.119
C  3.524  -2.758  -0.491
C  4.179  -2.250  -1.846
C  4.739  -3.517  -2.649
S  5.395  -4.815  -1.504
C  6.970  -5.306  -2.219
N  7.214  -6.588  -2.519
N  8.466  -6.579  -3.059
C  8.928  -5.329  -3.055
O  8.008  -4.455  -2.501
O  3.245  -1.735  2.216
H  5.733  -3.840  6.198
H  5.356  -2.462  7.405
H  6.858  -2.432  6.432
H  4.272  -1.329  5.683
H  3.869  -3.858  5.002
H  2.673  -1.515  4.220
H  0.139  -2.785  2.070
H  2.486  -4.617  1.398
H  1.107  -4.357  0.250
H  1.093  -5.605  3.154
H  -0.449  -5.230  2.188
H  1.769  -6.830  0.771
H  0.858  -7.678  2.057
H  2.024  0.179  2.690
H  0.501  -0.760  2.655
H  0.217  -0.043  0.062
H  -0.276  1.045  1.409
H  2.223  1.374  -0.457
H  0.793  2.413  -0.192
H  1.463  -1.838  -0.692
H  2.868  -0.682  -0.359
H  4.296  -2.870  0.303
H  2.945  -3.703  -0.690
H  3.389  -1.763  -2.484
H  4.968  -1.477  -1.682
H  5.539  -3.124  -3.326
H  3.873  -3.885  -3.260
H  9.939  -5.087  -3.430
C  -3.595  -2.813  -4.447
C  -3.077  -3.828  -3.652
C  -2.057  -3.554  -2.753
C  -1.569  -2.258  -2.656
C  -2.074  -1.238  -3.451
C  -3.092  -1.520  -4.351
N  -0.510  -1.962  -1.689
O  -0.078  -2.886  -1.023
O  -0.120  -0.808  -1.599
H  -4.396  -3.029  -5.146
H  -3.471  -4.835  -3.732
H  -1.659  -4.351  -2.136
H  -1.691  -0.229  -3.380
H  -3.495  -0.739  -4.970
C  -3.321  2.684  -10.053
C  -4.170  2.507  -8.968
C  -3.685  1.964  -7.787
C  -2.347  1.606  -7.704
C  -1.492  1.772  -8.784
C  -1.985  2.313  -9.963
N  -1.824  1.055  -6.450
O  -2.606  0.904  -5.525
O  -0.640  0.782  -6.400
H  -3.702  3.114  -10.972
H  -5.212  2.796  -9.042
H  -4.354  1.830  -6.947
H  -0.449  1.489  -8.723
H  -1.327  2.450  -10.812
C  0.119  5.197  3.581
C  -0.466  5.966  4.583
C  -1.845  6.084  4.652
C  -2.631  5.423  3.716
C  -2.057  4.660  2.709
C  -0.674  4.549  2.645
N  -4.091  5.525  3.801
O  -4.563  6.219  4.685
O  -4.754  4.909  2.983
H  1.197  5.101  3.532
H  0.157  6.471  5.311
H  -2.290  6.685  5.435
H  -2.665  4.148  1.975
H  -0.214  3.955  1.866
C  -4.467  9.577  -1.015
C  -3.313  9.722  -1.775
C  -2.254  8.842  -1.606
C  -2.365  7.818  -0.676
C  -3.511  7.669  0.093
C  -4.565  8.555  -0.080
N  -1.259  6.869  -0.511
O  -0.260  7.037  -1.186
O  -1.409  5.966  0.292
H  -5.295  10.263  -1.154
H  -3.240  10.522  -2.503
H  -1.359  8.962  -2.203
H  -3.597  6.873  0.822
H  -5.465  8.446  0.513
C  -4.494  -1.067  5.806
C  -4.375  -0.311  4.647
C  -3.767  -0.852  3.523
C  -3.286  -2.152  3.572
C  -3.392  -2.914  4.726
C  -3.999  -2.365  5.847
N  -2.665  -2.736  2.379
O  -2.569  -2.032  1.388
O  -2.282  -3.889  2.445
H  -4.974  -0.644  6.681
H  -4.760  0.702  4.618
H  -3.679  -0.255  2.625
H  -3.013  -3.926  4.767
H  -4.090  -2.951  6.754